i:
A 4-piece molecular cluster, C4H11PS overall, computed with ωB97M-V/def2-TZVPD.

Geometry as XYZ:
```
17
Properties=species:S:1:pos:R:3:nbo_charge:R:1
C 1.810 0.487 -1.133 -0.670
C -2.589 -1.848 0.747 -0.699
C 1.073 -0.433 -0.250 -0.517
C -2.650 -0.761 1.761 -0.240
P 1.825 -1.676 0.663 0.362
S -2.851 0.718 1.137 0.030
H 1.837 1.544 -0.955 0.233
H 2.902 0.237 -1.202 0.212
H 1.378 0.425 -2.263 0.216
H -2.006 -1.768 -0.137 0.244
H -3.575 -1.983 0.302 0.246
H -2.278 -2.799 1.264 0.212
H 0.002 -0.254 -0.377 0.226
H -2.451 -0.936 2.809 0.209
H 3.158 -1.577 0.443 -0.062
H 0.607 3.825 0.651 -0.002
H 0.396 4.533 0.213 0.002
```

Properties
HOMO energy   -8.7 eV


ii:
A 2-piece molecular cluster, C4H11PS overall, computed with ωB97M-V/def2-TZVPD.

Geometry as XYZ:
```
17
Properties=species:S:1:pos:R:3:nbo_charge:R:1
C 0.215 -1.029 -1.229 -0.622
C 1.094 1.054 0.020 -0.613
C -0.014 -1.017 1.212 -0.603
C 0.014 -0.143 -0.053 -0.321
P -1.569 0.844 -0.083 0.743
S -3.271 -0.047 0.048 -0.401
H -0.709 -1.414 -1.778 0.223
H 0.884 -0.649 -1.910 0.216
H 0.686 -1.881 -0.960 0.214
H 1.583 1.383 -0.976 0.221
H 1.938 0.614 0.604 0.219
H 0.712 1.871 0.539 0.191
H -0.876 -1.533 1.278 0.222
H 0.884 -1.677 1.050 0.205
H 0.198 -0.402 2.096 0.216
H -1.517 1.437 -1.258 -0.057
H -0.253 2.590 1.400 -0.054
```

Properties
HOMO energy (spin up / spin down)   -8.3 / -9.1 eV


Relative energies, in eV, with the most stable structure set to zero: i 0.000; ii 0.211.


i:
CH3Br2OP as an isolated structure, computed with ωB97M-V/def2-TZVPD.

Geometry as XYZ:
```
8
Properties=species:S:1:pos:R:3:nbo_charge:R:1
C 0.867 -0.175 0.577 -0.651
O -1.756 1.515 -0.327 -1.049
P -0.940 0.281 -0.340 1.471
Br 1.048 -1.912 -0.212 0.062
Br 2.150 1.084 -0.042 0.074
H 0.970 -0.203 1.602 0.221
H -0.650 0.079 -1.619 -0.058
H -1.689 -0.670 0.360 -0.069
```

Properties
HOMO energy   -10.1 eV


ii:
CH3Br2OP as an isolated structure, computed with ωB97M-V/def2-TZVPD.

Geometry as XYZ:
```
8
Properties=species:S:1:pos:R:3:nbo_charge:R:1
C -1.097 0.277 -0.058 -0.339
O -0.954 1.381 0.658 -0.262
P -2.468 -0.427 4.474 0.323
Br -0.672 -1.004 5.437 -0.185
Br -1.728 0.970 2.956 -0.155
H -2.097 -0.121 -0.206 0.228
H -0.473 -0.559 0.269 0.228
H -0.800 0.469 -1.083 0.162
```

Properties
HOMO energy (spin up / spin down)   -9.7 / -7.9 eV


Relative energies, in eV, with the most stable structure set to zero: i 0.000; ii 1.824.


i:
An isolated ion of composition C5H13N2S and charge -1, computed with ωB97M-V/def2-TZVPD.

Geometry as XYZ:
```
21
Properties=species:S:1:pos:R:3:nbo_charge:R:1
N -1.503 -2.064 -1.258 -0.854
C -2.290 -0.827 -1.002 -0.230
C -1.717 -0.191 0.298 -0.216
N -0.601 0.678 -0.069 -0.641
C 0.363 1.091 0.953 -0.234
C 1.741 1.387 0.354 -0.423
C 2.675 0.170 0.425 -0.519
S 3.173 -0.324 2.143 -0.749
H -0.581 -1.782 -1.555 0.358
H -1.971 -2.685 -1.899 0.353
H -2.061 -0.052 -1.757 0.175
H -3.360 -1.018 -0.868 0.185
H -1.461 -0.966 1.050 0.186
H -2.504 0.473 0.671 0.165
H -0.067 0.226 -0.804 0.332
H 0.516 0.292 1.735 0.213
H 0.011 2.003 1.434 0.166
H 2.116 2.237 0.931 0.204
H 1.721 1.663 -0.705 0.175
H 3.645 0.360 -0.028 0.193
H 2.154 -0.673 -0.050 0.161
```

Properties
SMILES   NCCNCCC[S-]
HOMO energy   -2.2 eV
Net charge   -1


ii:
A 2-piece molecular cluster, C5H13N2S overall, computed with ωB97M-V/def2-TZVPD.

Geometry as XYZ:
```
21
Properties=species:S:1:pos:R:3:nbo_charge:R:1
C -2.563 -1.675 -1.133 -0.614
C -2.687 -1.722 0.391 -0.406
C -1.711 -0.789 1.114 -0.511
S 0.034 -1.284 0.845 -0.701
H -2.795 -0.669 -1.499 0.181
H -3.263 -2.380 -1.588 0.178
H -1.543 -1.921 -1.421 0.236
H -3.726 -1.549 0.702 0.165
H -2.421 -2.736 0.707 0.194
H -1.903 -0.813 2.190 0.179
H -1.888 0.247 0.792 0.167
C 2.643 1.758 0.586 -0.001
C 2.428 1.344 -0.666 -0.160
N 3.080 1.950 -1.793 -0.868
N 2.061 1.208 1.736 -0.868
H 3.305 2.603 0.765 0.163
H 1.813 0.460 -0.820 0.202
H 2.423 2.271 -2.488 0.349
H 3.746 1.328 -2.224 0.346
H 1.376 0.449 1.518 0.421
H 1.592 1.920 2.286 0.347
```

Properties
HOMO energy   -2.7 eV
Net charge   -1


iii:
An isolated ion of composition C5H13N2S and charge -1, computed with ωB97M-V/def2-TZVPD.

Geometry as XYZ:
```
21
Properties=species:S:1:pos:R:3:nbo_charge:R:1
C 1.876 1.601 0.263 -0.612
C 0.647 0.656 0.347 -0.077
C -0.717 1.268 0.015 -0.521
S -1.471 2.000 1.558 -0.758
N 0.956 -0.409 -0.662 -0.686
C 1.056 -1.753 -0.311 -0.205
C -0.245 -2.619 -0.554 -0.232
N -0.750 -2.421 -1.920 -0.840
H 2.308 1.777 -0.729 0.174
H 1.719 2.569 0.755 0.220
H 2.712 1.172 0.805 0.187
H 0.619 0.396 1.405 0.226
H -1.327 0.394 -0.205 0.183
H -0.738 2.024 -0.767 0.185
H 1.211 0.009 -1.518 0.375
H 1.348 -1.948 0.729 0.180
H 1.840 -2.296 -0.885 0.153
H -0.041 -3.686 -0.481 0.168
H -0.984 -2.308 0.182 0.192
H -0.003 -2.692 -2.562 0.328
H -0.880 -1.430 -2.102 0.361
```

Properties
SMILES   C[C@@H](C[S-])NCCN
HOMO energy   -2.3 eV
Net charge   -1


Relative energies, in eV, with the most stable structure set to zero: i 0.377; ii 0.000; iii 0.524.


i:
A 2-piece molecular cluster, CHCl3FOP overall, computed with ωB97M-V/def2-TZVPD.

Geometry as XYZ:
```
8
Properties=species:S:1:pos:R:3:nbo_charge:R:1
O -1.024 -1.500 1.014 -0.507
C -0.165 -0.783 0.606 0.353
Cl 0.909 0.099 1.937 -0.249
P 0.933 0.293 -0.999 1.186
F 0.409 -0.601 -2.253 -0.592
Cl 2.723 -0.563 -0.799 -0.259
Cl -1.761 1.169 -0.352 -0.264
H -2.025 1.886 0.846 0.331
```

Properties
SMILES   O=C(Cl)P(F)Cl.Cl
HOMO energy   -9.8 eV


ii:
A 2-piece molecular cluster, CHCl3FOP overall, computed with ωB97M-V/def2-TZVPD.

Geometry as XYZ:
```
8
Properties=species:S:1:pos:R:3:nbo_charge:R:1
C 0.785 -0.486 -0.135 0.105
O -1.773 -0.372 1.123 -0.985
F 1.366 -1.371 0.622 -0.258
P -0.657 0.355 0.569 1.710
Cl -0.308 -1.355 -2.224 -0.398
Cl -0.947 1.728 -0.830 -0.201
Cl 0.309 1.491 1.882 -0.228
H 1.225 0.008 -1.006 0.255
```

Properties
HOMO energy (spin up / spin down)   -10.8 / -10.8 eV


Relative energies, in eV, with the most stable structure set to zero: i 0.000; ii 0.180.